Formula: C5H10NO
Source: the Open Molecules 2025 dataset
Level of theory: ωB97M-V/def2-TZVPD

Structure (XYZ):
```
17
Properties=species:S:1:pos:R:3:forces:R:3:nbo_charge:R:1
N 0.403516 -1.004859 0.761729 -1.937 -0.402 -0.283 -0.63
C 0.788524 -1.520247 -0.574843 0.972 1.477 0.080 -0.25
C 0.720729 -0.304939 -1.530455 1.069 3.132 -0.922 -0.43
C 0.175665 0.960676 -0.671010 -0.729 -0.168 -0.199 -0.41
C -0.516872 0.188577 0.439690 1.950 0.445 2.537 -0.09
C -0.933855 1.067600 1.753602 0.486 -0.305 -0.672 0.02
O -1.803821 2.045937 1.458694 0.582 -0.521 0.135 -0.95
H -0.256529 -1.755099 1.120278 1.147 1.336 -0.028 0.34
H 0.020382 -2.121674 -1.002695 -0.340 -1.491 0.004 0.16
H 1.805840 -1.997997 -0.478484 -1.122 0.224 -0.571 0.18
H 0.110965 -0.397837 -2.449859 -0.152 -0.584 0.710 0.19
H 1.683284 0.049590 -1.994052 -0.379 -0.689 0.704 0.19
H -0.720290 1.599004 -1.094452 2.166 -1.108 0.278 0.24
H 1.012172 1.629677 -0.325133 -0.807 -0.639 -0.265 0.19
H -1.314526 -0.197027 -0.110350 -2.292 -0.807 -0.310 0.13
H 0.149980 1.419625 2.099876 -1.317 -0.429 -0.145 0.05
H -1.325159 0.338992 2.597457 0.704 0.529 -1.053 0.06
```
Forces are in eV/Å.

Calculated values
largest force on an atom = 3.44 eV/A
total charge = -1
energy relative to the best compared isomer or geometry (same formula, charge and spin) = 26.7 kcal per mole
SMILES = [O-]C[C@H]1CCCN1
HOMO-LUMO gap = 6.237 eV

=====

Formula: C5H10NO
Source: the Open Molecules 2025 dataset
Level of theory: ωB97M-V/def2-TZVPD

Structure (XYZ):
```
17
Properties=species:S:1:pos:R:3:forces:R:3:nbo_charge:R:1
C 0.274476 1.824882 -0.665528 -1.756 1.325 -0.307 -0.48
C 0.460269 1.342911 0.772785 2.155 0.335 0.394 -0.49
C -0.189768 0.455327 -0.133263 -1.121 0.768 -1.830 -0.05
C -0.043769 -1.990476 0.398800 -1.331 -0.693 -0.744 -0.60
C 0.258837 -0.866849 -0.635059 -0.918 -0.390 1.917 -0.44
N -2.609703 0.488049 0.682814 -0.327 1.521 -0.714 -0.22
O -3.316796 -0.273678 -0.032896 0.127 0.236 0.250 -0.54
H -0.415919 2.781053 -0.742559 0.935 -2.229 -0.240 0.18
H 1.131726 1.931584 -1.406622 -0.619 -0.348 1.314 0.16
H 1.568501 1.333179 0.990309 -0.992 -0.486 0.475 0.15
H -0.234118 1.629112 1.553475 0.382 0.815 0.356 0.21
H 0.231358 -1.589039 1.359320 -0.346 0.013 0.680 0.20
H 0.584773 -2.934381 0.287657 -0.895 1.007 -0.286 0.17
H -1.214416 -2.218167 0.319337 2.650 0.386 0.554 0.23
H -0.225724 -1.172699 -1.507575 -0.896 -0.071 -1.740 0.19
H 1.285699 -0.824875 -0.853041 1.997 -0.068 -0.339 0.16
H -2.912871 1.591429 0.432068 0.954 -2.118 0.260 0.17
```
Forces are in eV/Å.

Calculated values
largest force on an atom = 2.73 eV/A
total charge = -1
energy relative to the best compared isomer or geometry (same formula, charge and spin) = 121.1 kcal per mole
HOMO-LUMO gap (alpha / beta) = 6.442 / 5.660 eV

=====

Formula: C5H10NO
Source: the Open Molecules 2025 dataset
Level of theory: ωB97M-V/def2-TZVPD

Structure (XYZ):
```
17
Properties=species:S:1:pos:R:3:forces:R:3:nbo_charge:R:1
C -2.446836 0.552348 0.454175 0.049 0.135 0.088 0.01
O -3.348910 1.007514 1.346627 -0.140 -0.049 0.042 -0.99
C -1.000757 0.355352 1.010300 -0.134 -0.107 -0.797 -0.42
C 0.036251 0.171909 -0.113252 0.197 -0.718 0.902 -0.45
C 1.413651 -0.221130 0.417159 0.989 -0.686 0.359 -0.26
C 2.256441 -0.818543 -1.710871 0.393 0.140 -2.320 -0.56
N 2.379236 -0.907784 -0.432042 -0.513 -0.054 2.742 -0.61
H -2.336634 1.198263 -0.461684 0.087 0.235 0.061 0.05
H -2.726928 -0.433935 -0.025613 0.098 -0.094 0.180 0.05
H -0.749994 1.192389 1.666880 -0.050 0.161 -0.021 0.17
H -1.007642 -0.550885 1.626462 0.062 0.024 0.116 0.16
H -0.290249 -0.693927 -0.696164 -0.127 0.137 -0.567 0.18
H 0.143017 1.059360 -0.733621 -0.305 0.041 -0.162 0.18
H 1.903649 0.652253 0.888459 0.086 0.484 -0.115 0.11
H 1.311723 -0.910093 1.269899 -0.422 0.177 0.050 0.15
H 3.012738 -1.357076 -2.284761 -0.195 0.165 -0.352 0.11
H 1.451244 -0.296009 -2.221952 -0.074 0.009 -0.207 0.10
```
Forces are in eV/Å.

Calculated values
largest force on an atom = 2.79 eV/A
total charge = -2
energy relative to the best compared isomer or geometry (same formula, charge and spin) = 10.7 kcal per mole
spin multiplicity = 2
HOMO-LUMO gap (alpha / beta) = 3.504 / 6.745 eV

=====

Formula: C5H10NO
Source: the Open Molecules 2025 dataset
Level of theory: ωB97M-V/def2-TZVPD

Structure (XYZ):
```
17
Properties=species:S:1:pos:R:3:forces:R:3:nbo_charge:R:1
C -0.390796 -0.696798 0.275117 1.286 -0.876 -1.726 -0.37
C -0.987938 -1.031901 -0.906025 0.060 1.517 2.427 -0.23
C -0.164538 -1.464835 -1.985116 -0.301 -2.611 -2.117 -0.22
C -0.729407 -2.120041 -3.040809 0.586 1.244 1.052 -0.36
H 0.665278 -1.058395 0.338939 -0.879 0.604 -0.048 0.20
H -0.631008 0.020845 1.037668 -1.338 -0.683 0.344 0.21
H -2.072093 -0.986875 -1.041612 0.310 0.418 -0.177 0.21
H 0.930916 -1.413151 -1.905689 -0.556 -0.070 0.204 0.21
H -0.195754 -2.662046 -3.791121 0.543 0.092 -0.375 0.20
H -1.790504 -2.051039 -3.204657 -0.381 -0.269 0.253 0.18
N -0.299512 2.297010 1.767770 1.247 -0.913 0.819 -0.86
C 0.958602 1.475405 2.189642 -2.577 1.586 -0.969 -0.01
O 1.407318 0.820143 1.091087 1.548 0.832 0.835 -0.30
H -0.113011 3.263945 1.964923 -0.114 0.484 0.217 0.35
H -0.276744 2.238462 0.764202 -0.204 -0.069 -0.531 0.36
H 1.618242 2.303740 2.613877 0.106 -1.664 -0.370 0.23
H 0.587184 0.733320 2.923538 0.662 0.380 0.163 0.20
```
Forces are in eV/Å.

Calculated values
largest force on an atom = 3.37 eV/A
total charge = 0
energy relative to the best compared isomer or geometry (same formula, charge and spin) = 58.5 kcal per mole
spin multiplicity = 2
HOMO-LUMO gap (alpha / beta) = 9.209 / 6.364 eV

=====

Formula: C5H10NO
Source: the Open Molecules 2025 dataset
Level of theory: ωB97M-V/def2-TZVPD

Structure (XYZ):
```
17
Properties=species:S:1:pos:R:3:forces:R:3:nbo_charge:R:1
O 3.262741 -1.614320 -1.394207 -0.301 0.449 -0.397 -0.45
C 2.461233 -1.546128 -0.515196 0.346 0.049 0.896 0.43
C 1.132532 -0.770808 -0.549635 -0.327 0.005 0.366 -0.50
C 0.741724 0.442484 0.358447 2.628 -0.180 -0.397 -0.51
C -0.717159 0.630671 0.281866 0.335 2.025 1.821 0.43
C -1.677869 -0.448883 0.251537 -2.282 1.621 -0.835 -0.36
N -1.154851 1.866481 0.509201 -0.121 -0.885 -2.106 -0.63
H 2.606142 -2.191862 0.382541 -0.176 0.355 0.012 0.12
H 0.880034 -0.563168 -1.609449 -0.098 -0.298 0.664 0.25
H 0.493048 -1.475541 -0.016531 -0.454 -0.856 -1.035 0.22
H 1.380777 1.334007 0.197186 -0.925 -0.028 -0.571 0.26
H 1.029844 0.277935 1.401789 -0.399 -0.680 0.251 0.29
H -2.208583 -0.722394 1.164684 0.227 0.132 -0.074 0.29
H -1.888078 -0.988451 -0.647397 0.394 -0.651 -0.246 0.26
H -3.829416 1.082371 -0.267433 1.603 -1.193 0.419 0.02
H -1.968158 2.013821 -0.077174 -0.949 0.348 0.974 0.44
H -0.543960 2.673784 0.529770 0.499 -0.213 0.260 0.43
```
Forces are in eV/Å.

Calculated values
largest force on an atom = 2.92 eV/A
total charge = +1
energy relative to the best compared isomer or geometry (same formula, charge and spin) = 180.6 kcal per mole
HOMO-LUMO gap = 6.043 eV

=====

Formula: C5H10NO
Source: the Open Molecules 2025 dataset
Level of theory: ωB97M-V/def2-TZVPD

Structure (XYZ):
```
17
Properties=species:S:1:pos:R:3:forces:R:3:nbo_charge:R:1
C -2.301719 -1.920007 -0.127723 3.087 -1.173 -0.649 -0.73
C -1.616911 -0.877691 0.659542 1.259 0.631 -0.059 0.51
C 1.642283 0.584350 -1.213744 0.163 -2.813 2.271 -0.27
C 1.570856 1.090041 0.175480 0.118 -0.652 -0.420 0.18
C 1.806015 1.082978 1.492492 -1.586 1.249 -2.550 -0.33
N 0.699148 1.663607 -0.933627 -0.248 1.067 0.723 -0.57
O -0.785498 -0.079288 0.196165 -2.062 -1.436 0.865 -0.66
H -1.905757 -2.926011 0.276368 -0.347 1.358 -0.503 0.27
H -3.327648 -1.980070 0.112944 -1.360 0.212 -0.391 0.27
H -1.812552 -0.915362 1.751240 0.120 0.425 -0.237 0.14
H 2.597862 0.541206 -1.671246 0.557 1.326 -1.010 0.27
H 1.127752 -0.386585 -1.399632 0.143 0.959 0.127 0.25
H 2.360668 0.282211 1.902973 0.795 -0.418 0.347 0.25
H -1.899167 -1.808465 -1.181667 -1.362 -0.341 0.964 0.24
H 1.323395 1.833170 2.109373 0.157 -0.199 0.130 0.24
H 0.753077 2.649122 -1.285841 0.073 -1.279 0.324 0.46
H -0.231803 1.166796 -0.863097 0.494 1.083 0.065 0.49
```
Forces are in eV/Å.

Calculated values
largest force on an atom = 3.62 eV/A
total charge = +1
energy relative to the best compared isomer or geometry (same formula, charge and spin) = 85.3 kcal per mole
HOMO-LUMO gap = 10.916 eV

=====

Formula: C5H10NO
Source: the Open Molecules 2025 dataset
Level of theory: ωB97M-V/def2-TZVPD

Structure (XYZ):
```
17
Properties=species:S:1:pos:R:3:forces:R:3:nbo_charge:R:1
O -1.937250 -1.119803 1.109914 -0.648 3.257 -0.560 -0.49
C -2.113063 0.076479 0.856037 2.081 -1.472 0.007 0.43
C -1.389184 0.849442 -0.342637 0.120 -1.159 0.036 -0.50
C 0.202931 1.118135 -0.449878 0.096 1.570 0.460 -0.48
C 0.960958 -0.195441 -0.492890 -2.421 -0.685 -2.211 0.33
C 1.173132 -0.875705 0.697845 1.711 -0.043 4.164 -0.35
N 0.897744 -1.005887 -1.628548 2.597 1.658 0.895 -0.67
H -2.763240 0.805050 1.426681 0.154 -1.125 -0.158 0.15
H -1.525834 0.248906 -1.218822 -0.614 -0.639 -0.516 0.23
H -2.091062 1.664459 -0.452408 0.811 1.055 -0.301 0.25
H 0.530832 1.681725 0.417737 0.059 -0.375 0.640 0.25
H 0.556074 1.897199 -1.208915 -1.080 -1.558 0.113 0.28
H 1.819086 -1.749749 0.819931 -0.680 -0.063 -0.518 0.24
H 0.808956 -0.480667 1.727050 -0.076 -0.667 -1.652 0.26
H 2.324842 -0.517271 2.856621 -0.524 0.214 -1.577 0.23
H 1.542169 -1.811731 -1.528857 -0.909 0.317 -0.262 0.42
H 1.002912 -0.585137 -2.588860 -0.678 -0.285 1.441 0.44
```
Forces are in eV/Å.

Calculated values
largest force on an atom = 4.50 eV/A
total charge = +1
energy relative to the best compared isomer or geometry (same formula, charge and spin) = 185.7 kcal per mole
HOMO-LUMO gap = 5.362 eV

=====

Formula: C5H10NO
Source: the Open Molecules 2025 dataset
Level of theory: ωB97M-V/def2-TZVPD

Structure (XYZ):
```
17
Properties=species:S:1:pos:R:3:forces:R:3:nbo_charge:R:1
O 2.101526 1.171902 -0.422856 -0.030 0.009 -0.366 -0.56
C 1.733246 1.354626 0.708839 -0.399 -0.606 0.231 0.46
C 0.329667 1.118679 1.200271 -0.117 -1.122 -0.045 -0.53
C -0.741518 0.678222 0.195769 -0.252 1.404 -0.103 -0.47
C -0.720154 -0.699141 -0.378655 0.336 0.768 -0.542 0.12
C -1.751620 -1.464832 -0.575821 -2.020 -1.400 0.105 -0.34
N 0.552248 -1.061808 -1.030630 0.547 -0.516 -1.075 -0.69
H 2.445540 1.548504 1.518767 0.242 0.439 0.013 0.14
H 0.019653 1.951795 1.820364 -0.182 0.178 0.036 0.27
H 0.432328 0.265923 1.875481 0.227 0.111 0.591 0.24
H -1.740611 0.890333 0.576505 0.055 -0.514 0.496 0.27
H -0.754308 1.407486 -0.610210 0.404 -0.046 -0.652 0.25
H -1.905941 -2.382701 -1.138674 1.153 0.008 -0.203 0.24
H -2.721299 -1.285040 -0.135599 0.100 0.803 0.354 0.24
H 1.269973 -1.227523 -0.343068 0.610 0.262 0.433 0.44
H 0.907797 -0.339333 -1.677968 -0.053 0.215 0.563 0.47
H 0.543481 -1.927092 -1.582511 -0.621 0.007 0.164 0.45
```
Forces are in eV/Å.

Calculated values
largest force on an atom = 2.46 eV/A
total charge = +1
energy relative to the best compared isomer or geometry (same formula, charge and spin) = 37.4 kcal per mole
SMILES = C=C([NH3+])CCC=O
HOMO-LUMO gap = 10.760 eV

=====

Formula: C5H10NO
Source: the Open Molecules 2025 dataset
Level of theory: ωB97M-V/def2-TZVPD

Structure (XYZ):
```
17
Properties=species:S:1:pos:R:3:forces:R:3:nbo_charge:R:1
C 0.282642 -0.319865 -1.644501 1.282 -0.009 -2.076 0.53
C -1.086937 -0.049258 -1.872851 -0.554 -0.159 0.043 -0.84
C 0.161065 0.908559 1.369657 -0.026 -0.168 -0.016 -0.61
C 1.059551 -0.592464 -0.497160 -0.297 0.019 1.110 -0.65
C 0.392759 -0.518223 0.891140 0.135 0.137 -0.018 -0.39
N 1.287212 -0.447873 -3.590704 1.434 0.108 1.487 0.37
O 2.415699 -0.463867 -3.490972 -2.027 0.005 -0.137 -0.07
H -1.356278 -0.041983 -2.927265 -0.039 -0.007 -0.023 0.27
H -1.721436 -0.743216 -1.303537 -0.053 0.006 0.059 0.30
H -1.323797 0.933254 -1.438222 0.079 0.092 0.097 0.33
H -0.548906 1.443580 0.741496 -0.040 0.094 -0.021 0.20
H 1.092004 1.469140 1.397822 0.081 0.094 0.004 0.22
H -0.243609 0.880236 2.377706 -0.048 0.110 0.050 0.24
H 1.979360 0.013095 -0.519380 0.076 0.004 -0.261 0.31
H 1.457159 -1.609274 -0.662982 0.051 -0.098 -0.274 0.33
H -0.551658 -1.063216 0.873260 0.032 -0.130 0.019 0.21
H 1.055813 -1.021226 1.596505 -0.086 -0.097 -0.045 0.24
```
Forces are in eV/Å.

Calculated values
largest force on an atom = 2.44 eV/A
total charge = +1
energy relative to the best compared isomer or geometry (same formula, charge and spin) = 142.8 kcal per mole
HOMO-LUMO gap (alpha / beta) = 7.577 / 7.583 eV

=====

Formula: C5H10NO
Source: the Open Molecules 2025 dataset
Level of theory: ωB97M-V/def2-TZVPD

Structure (XYZ):
```
17
Properties=species:S:1:pos:R:3:forces:R:3:nbo_charge:R:1
C -3.401542 -0.986667 -0.293301 2.886 -2.466 -2.736 -0.37
C -2.490810 -0.158909 0.093726 -0.082 0.791 -0.177 0.00
C 2.845166 -1.080517 -0.165863 1.327 -1.612 -0.055 -0.33
C -1.479231 0.473022 0.619719 -1.226 -0.815 0.792 -0.03
C 1.674596 -0.563485 0.085788 -0.484 1.525 0.303 -0.08
N 1.594992 0.915022 -0.074479 -2.216 -0.162 -2.671 -0.74
O -0.833700 1.660677 0.357077 -1.013 1.754 -1.556 -0.71
H -3.045432 -1.832314 -1.015668 -0.269 1.534 1.203 0.23
H 3.720688 -0.540441 -0.560363 -0.697 0.250 0.438 0.23
H 3.104404 -2.127499 -0.003975 -0.586 0.107 -0.165 0.25
H -4.411165 -1.134849 -0.190113 -2.321 0.648 1.011 0.24
H -1.172091 0.073150 1.561654 0.552 -0.062 0.572 0.21
H 0.647089 -0.887357 0.341203 1.307 -0.718 0.024 0.25
H 1.832357 1.170538 -1.066240 -0.659 -0.259 0.965 0.43
H 2.145946 1.526451 0.444974 1.762 0.635 1.779 0.43
H 0.562920 1.219945 0.167487 1.122 0.218 -0.917 0.46
H -1.294179 2.273231 -0.301624 0.596 -1.367 1.188 0.53
```
Forces are in eV/Å.

Calculated values
largest force on an atom = 4.68 eV/A
total charge = +1
energy relative to the best compared isomer or geometry (same formula, charge and spin) = 98.5 kcal per mole
HOMO-LUMO gap = 9.890 eV

=====

Q: The highest energy relative to the best compared isomer or geometry (same formula, charge and spin) belongs to which entry?
A: number 7

=====

Q: Among the records above, which one has the lowest total charge?
A: number 3